(1)
Density functional theory data (ωB97M-V/def2-TZVPD) for a cluster of 6 separate species, C25H41NO7S5 in total.

## Properties
LUMO: -0.047 eV
HOMO level: -0.27549 hartree
Gap between HOMO and LUMO: 7.45 eV
Total charge: 0

XYZ file:
```
79
Properties=species:S:1:pos:R:3:mulliken_charge:R:1
C 0.619 1.913 -1.480 -1.299
C 0.650 0.317 -1.672 0.430
C -0.681 -0.520 -1.584 0.277
N -2.006 0.115 -1.323 -0.336
C -0.632 -2.078 -1.761 -0.370
C 0.722 -2.819 -1.994 -0.886
C 1.991 -1.944 -2.052 0.498
C 2.008 -0.382 -1.903 0.238
C 3.426 0.386 -1.976 0.180
O 3.603 1.452 -2.613 -0.540
C 4.620 -0.369 -1.195 0.527
C 5.677 0.414 -0.385 -0.519
C 6.756 -0.434 0.368 -0.248
C 6.732 -1.977 0.281 -0.470
C 5.685 -2.729 -0.577 -0.600
C 4.600 -1.938 -1.337 0.375
C 3.445 -2.615 -2.240 -0.003
O 3.670 -3.573 -3.022 -0.546
H 1.333 2.390 -2.233 0.349
H -0.452 2.286 -1.612 0.217
H 1.036 2.165 -0.436 0.283
H -1.759 0.917 -0.702 0.253
H -2.534 -0.516 -0.682 0.260
H -1.564 -2.742 -1.689 0.337
H 0.835 -3.944 -2.100 0.348
H 5.647 1.563 -0.350 0.349
H 7.524 0.155 0.985 0.351
H 7.496 -2.605 0.855 0.313
H 5.672 -3.874 -0.648 0.317
C -5.792 4.342 -1.134 -0.979
S -4.534 3.053 -1.271 0.578
O -3.303 3.554 -0.588 -0.633
C -4.277 3.229 -3.049 -0.960
H -6.078 4.434 -0.086 0.315
H -5.390 5.294 -1.486 0.299
H -6.666 4.062 -1.724 0.358
H -3.969 4.250 -3.282 0.343
H -5.200 2.984 -3.577 0.378
H -3.492 2.535 -3.354 0.288
C -6.077 -2.391 -2.044 -0.746
S -4.829 -3.687 -2.183 0.376
O -3.592 -3.194 -1.499 -0.631
C -4.569 -3.512 -3.960 -0.818
H -6.361 -2.298 -0.994 0.380
H -5.670 -1.441 -2.394 0.215
H -6.953 -2.663 -2.632 0.232
H -4.254 -2.493 -4.192 0.264
H -5.493 -3.748 -4.488 0.274
H -3.789 -4.211 -4.264 0.369
C 4.579 1.010 4.323 -0.893
S 6.380 0.910 4.373 0.371
O 6.829 0.266 3.098 -0.497
C 6.463 -0.342 5.669 -0.765
H 4.293 1.716 3.543 0.309
H 4.157 0.029 4.095 0.305
H 4.208 1.365 5.286 0.333
H 5.925 -1.239 5.355 0.333
H 6.031 0.056 6.586 0.213
H 7.512 -0.590 5.841 0.307
C 6.724 1.929 10.227 -0.963
S 5.276 1.823 9.155 0.484
O 5.765 1.826 7.741 -0.560
C 4.653 3.479 9.515 -0.980
H 7.293 1.004 10.132 0.308
H 7.350 2.772 9.927 0.313
H 6.402 2.050 11.263 0.371
H 5.407 4.225 9.259 0.306
H 4.398 3.550 10.574 0.381
H 3.757 3.648 8.916 0.318
C -9.640 -1.088 -5.337 -0.983
S -8.394 -2.386 -5.479 0.520
O -7.157 -1.897 -4.793 -0.535
C -8.135 -2.205 -7.256 -0.982
H -9.925 -0.997 -4.288 0.308
H -9.231 -0.138 -5.685 0.309
H -10.517 -1.358 -5.927 0.383
H -7.818 -1.186 -7.485 0.306
H -9.060 -2.440 -7.785 0.382
H -7.356 -2.904 -7.564 0.313
```



(2)
Density functional theory data (ωB97M-V/def2-TZVPD) for a structure of composition C25H42BrNOP2Pb.

## Properties
Energy above the lowest of the compared OMol25 structures with the same formula, charge and spin: 21.54 kcal per mole
LUMO (alpha / beta): -9.745 / -9.921 eV
HOMO level (alpha / beta): -0.46652 / -0.46418 hartree
Gap between HOMO and LUMO (alpha / beta): 2.95 / 2.71 eV
Total charge: +2

XYZ file:
```
73
Properties=species:S:1:pos:R:3:mulliken_charge:R:1
N -2.504 4.718 -1.053 -0.435
C -2.945 4.574 0.205 -0.365
C -2.210 4.972 1.332 -0.603
C -0.893 5.435 1.096 0.783
C -0.591 5.862 -0.222 -0.379
C -1.378 5.406 -1.270 -0.402
C 0.196 5.302 2.040 -0.173
Pb 2.249 0.022 0.636 1.352
P 1.302 -3.843 -0.053 0.469
C 1.476 5.106 1.568 -0.668
C 2.330 4.041 2.012 0.975
C 3.361 3.581 1.139 -0.676
C 3.875 2.291 1.342 -0.833
C 3.083 1.512 2.179 -0.199
C 2.443 1.972 3.306 -0.577
C 1.979 3.285 3.164 -0.333
Br 3.750 -1.469 2.124 -0.267
H 0.012 5.247 3.109 0.694
H 1.812 5.586 0.642 0.250
H -2.639 4.822 2.334 0.405
H 0.319 6.423 -0.432 0.548
H -3.928 4.095 0.287 0.407
H -1.100 5.607 -2.310 0.421
H 3.632 4.185 0.268 0.449
H 1.277 3.713 3.875 0.325
H 4.708 1.898 0.758 0.641
H 2.239 1.385 4.207 0.568
P 0.049 0.051 -2.214 0.553
C 1.409 -4.120 1.757 -0.413
C 2.435 -5.030 2.431 -1.406
H 0.404 -4.459 2.039 0.532
H 1.541 -3.096 2.157 0.176
H 2.093 -5.170 3.468 0.400
H 2.502 -6.029 1.987 0.278
H 3.440 -4.588 2.471 0.271
C 3.035 -3.902 -0.679 -0.184
C 4.011 -5.008 -0.337 -1.393
H 3.446 -2.926 -0.374 0.086
H 2.918 -3.890 -1.777 0.354
H 5.007 -4.666 -0.643 0.424
H 4.085 -5.250 0.721 0.243
H 3.793 -5.923 -0.900 0.304
C 0.686 -5.419 -0.781 -0.472
C 0.934 -6.675 0.042 -1.338
H 1.179 -5.536 -1.760 0.384
H -0.394 -5.284 -0.966 0.409
H 0.579 -7.549 -0.522 0.412
H 1.998 -6.825 0.253 0.209
H 0.427 -6.652 1.013 0.329
C -1.130 -0.974 -3.194 -0.771
C -0.980 -2.488 -2.984 -1.156
H -0.991 -0.737 -4.261 0.499
H -2.140 -0.658 -2.881 0.407
H -1.746 -3.013 -3.572 0.445
H 0.005 -2.860 -3.295 0.283
H -1.113 -2.784 -1.935 0.175
C 1.622 -0.308 -3.133 -0.423
C 2.800 0.619 -2.827 -1.049
H 1.380 -0.267 -4.209 0.472
H 1.866 -1.355 -2.876 0.014
H 3.626 0.371 -3.504 0.403
H 2.531 1.671 -2.974 0.296
H 3.194 0.512 -1.805 0.080
C -0.406 1.724 -2.841 -0.413
C -1.876 2.091 -2.639 -1.448
H -0.145 1.767 -3.910 0.441
H 0.233 2.427 -2.284 0.181
H -2.033 3.176 -2.720 0.353
H -2.524 1.578 -3.357 0.357
H -2.235 1.814 -1.639 0.307
O -0.415 -0.127 1.494 -0.518
H -0.811 -0.729 0.822 0.262
H -0.812 -0.388 2.342 0.269
```



(3)
Density functional theory data (ωB97M-V/def2-TZVPD) for a structure of composition C25H42Cl2NO6P2S3Ti.

## Properties
Energy above the lowest of the compared OMol25 structures with the same formula, charge and spin: 48.88 kcal per mole
LUMO: -3.019 eV
HOMO level: -0.39024 hartree
Gap between HOMO and LUMO: 7.60 eV
Total charge: +1

XYZ file:
```
82
Properties=species:S:1:pos:R:3:mulliken_charge:R:1
Ti -1.136 0.676 -0.682 -0.211
Cl -2.317 1.771 2.008 0.008
C -3.572 2.752 1.215 -0.435
Cl -3.711 2.206 -0.463 -0.035
H -3.246 3.793 1.210 0.321
H -4.526 2.610 1.725 0.417
C 1.392 4.890 1.642 -1.361
C 0.283 3.982 2.146 0.918
C -0.102 4.242 3.594 -1.524
O 0.741 2.627 2.079 -0.474
P 0.947 1.629 0.856 0.153
O -0.074 0.456 0.726 1.026
C 2.183 1.789 -0.559 -1.209
P 1.632 0.498 -1.701 0.203
O 0.173 0.256 -1.968 0.458
O 2.224 0.762 -3.140 -0.365
C 3.522 1.335 -3.410 0.800
C 4.610 0.280 -3.266 -1.252
C 3.470 1.909 -4.817 -1.590
O 2.272 -0.799 -1.064 0.118
C 1.873 -2.091 -1.587 0.566
C 0.837 -2.704 -0.654 -0.924
C 3.133 -2.937 -1.692 -1.533
O 2.118 0.770 1.647 -0.454
C 1.925 0.203 2.950 0.828
C 1.355 -1.208 2.849 -0.936
C 3.279 0.196 3.652 -1.611
H 1.089 5.930 1.726 0.480
H 1.591 4.666 0.595 0.277
H 2.301 4.720 2.213 0.293
H -0.595 4.095 1.501 -0.030
H 0.776 4.208 4.234 0.338
H -0.804 3.483 3.928 0.341
H -0.569 5.218 3.674 0.446
H 3.181 1.533 -0.202 0.744
H 2.156 2.776 -1.018 0.681
H 3.696 2.140 -2.686 0.233
H 4.432 -0.529 -3.973 0.274
H 4.629 -0.120 -2.252 0.235
H 5.576 0.730 -3.485 0.489
H 3.278 1.116 -5.534 0.344
H 4.423 2.375 -5.049 0.441
H 2.686 2.656 -4.892 0.388
H 1.433 -1.939 -2.585 0.348
H 1.291 -2.909 0.312 0.185
H 0.456 -3.630 -1.080 0.540
H 0.002 -2.012 -0.502 -0.059
H 3.637 -2.967 -0.730 0.302
H 3.816 -2.512 -2.421 0.320
H 2.890 -3.952 -1.988 0.431
H 1.226 0.845 3.497 0.052
H 2.036 -1.830 2.271 0.162
H 0.380 -1.197 2.366 -0.085
H 1.251 -1.633 3.842 0.538
H 3.987 -0.400 3.081 0.315
H 3.179 -0.232 4.645 0.422
H 3.664 1.208 3.742 0.396
S -2.405 0.908 -3.034 -0.443
C -2.933 -0.622 -3.398 0.370
N -3.826 -0.879 -4.357 -0.186
C -4.389 -2.210 -4.422 -0.522
C -3.384 -3.142 -3.748 -0.611
S -2.380 -2.081 -2.627 0.108
H -4.269 -0.109 -4.834 0.264
H -4.549 -2.493 -5.464 0.328
H -5.354 -2.226 -3.898 0.276
H -2.704 -3.606 -4.461 0.327
H -3.860 -3.913 -3.149 0.370
C -2.534 -0.543 0.006 -0.997
C -2.932 -1.268 0.904 0.444
C -3.329 -2.069 2.004 0.301
C -4.330 -1.653 2.886 -0.337
C -4.622 -2.413 4.004 -0.667
C -3.929 -3.588 4.250 -0.408
C -2.923 -3.995 3.388 -0.744
C -2.623 -3.245 2.269 -0.278
H -4.860 -0.731 2.700 0.485
H -5.384 -2.085 4.696 0.407
H -4.167 -4.184 5.118 0.403
H -2.363 -4.894 3.597 0.412
H -1.830 -3.548 1.602 0.507
S -0.496 2.857 -0.556 -0.549
```



- Which of these has the lowest total charge?
  C25H41NO7S5